[1]
This record from the Open Molecules 2025 dataset describes a 9-piece molecular cluster, C39H89ClFN2O11 overall. The level of theory is ωB97M-V/def2-TZVPD.

For the total energy, the calculation gives -82624.65304 eV. The strongest force on any atom comes out at 1.7 eV/Å. Its spin multiplicity is 1. The HOMO energy is -11.22 eV. As for the total charge: +1.

Last column: Mulliken charge in e.
Cartesian coordinates (Å):
C (-1.0556, -2.3931, 2.0135)  -0.92
C (-1.2365, -3.6496, 1.1665)  -0.59
C (0.0636, -4.0891, 0.4823)  0.22
Cl (-0.2723, -5.3797, -0.7174)  -0.18
C (0.9229, -3.0074, -0.0772)  -0.54
C (2.2646, -2.8158, 0.1757)  0.29
C (3.2395, -3.6160, 0.9703)  -0.49
C (4.2052, -4.3727, 0.0387)  -0.67
C (3.5309, -5.4378, -0.7972)  -0.34
F (3.0514, -4.8661, -1.9767)  -0.27
N (2.6182, -1.6740, -0.5006)  0.05
C (1.5673, -1.1743, -1.1690)  0.68
C (1.6304, 0.0564, -1.9963)  -1.11
C (0.7305, 1.2243, -1.4763)  -0.62
O (-0.0500, 1.7841, -2.4989)  -0.48
N (0.5322, -1.9781, -0.9313)  1.37
C (-0.7973, -1.7810, -1.5206)  -0.35
C (-0.9162, -2.4967, -2.8597)  0.21
C (-2.2708, -2.2239, -3.5115)  -0.86
C (-3.3203, -3.2795, -3.2677)  0.18
O (-4.2998, -3.3353, -3.9141)  -0.53
O (-3.1271, -4.1111, -2.1974)  -0.39
H (-0.2548, -2.5335, 2.7373)  0.21
H (-0.8608, -1.5087, 1.4113)  0.09
H (-1.9702, -2.2260, 2.5768)  0.47
H (-1.5315, -4.4545, 1.8348)  0.59
H (-2.0235, -3.5241, 0.4273)  -0.15
H (0.6668, -4.5665, 1.2476)  0.06
H (2.6922, -4.3272, 1.5788)  0.06
H (3.8005, -2.9382, 1.6111)  0.43
H (4.6323, -3.6594, -0.6694)  0.39
H (5.0448, -4.7781, 0.5969)  0.49
H (2.6841, -5.8831, -0.2732)  0.17
H (4.2134, -6.2386, -1.0702)  0.33
H (3.5408, -1.2711, -0.5028)  0.35
H (2.6631, 0.3917, -1.9928)  0.39
H (1.3316, -0.1709, -3.0169)  0.36
H (0.1121, 0.8545, -0.6559)  0.34
H (1.3501, 2.0171, -1.0731)  0.39
H (-0.8083, 1.2252, -2.6884)  0.35
H (-0.9465, -0.7146, -1.6495)  -0.17
H (-1.5562, -2.1103, -0.8226)  -0.81
H (-0.1250, -2.1325, -3.5151)  0.45
H (-0.7395, -3.5505, -2.6710)  0.33
H (-2.1014, -2.2136, -4.5831)  0.35
H (-2.6665, -1.2450, -3.2498)  0.53
H (-2.6077, -4.8818, -2.4561)  0.35
C (1.9894, 5.0384, -3.8375)  -1.08
C (0.7491, 5.5354, -4.5622)  0.53
C (-0.2182, 6.2166, -3.6090)  -1.21
O (0.1092, 4.4475, -5.2339)  -0.45
H (1.7102, 4.2946, -3.0848)  0.05
H (2.6765, 4.5567, -4.5346)  0.31
H (2.5145, 5.8539, -3.3388)  0.42
H (1.0417, 6.2360, -5.3459)  0.27
H (-0.5546, 5.5117, -2.8425)  0.26
H (-1.1016, 6.5638, -4.1459)  0.29
H (0.2390, 7.0719, -3.1120)  0.35
H (-0.1606, 3.8139, -4.5597)  0.26
C (-5.7111, -0.1207, -0.8435)  -1.60
C (-4.7529, -1.2989, -0.8541)  0.87
C (-5.3618, -2.5372, -0.2194)  -1.35
O (-3.5274, -0.9491, -0.1865)  -0.41
H (-5.9726, 0.1465, 0.1838)  0.39
H (-5.2540, 0.7541, -1.3067)  0.37
H (-6.6297, -0.3573, -1.3796)  0.39
H (-4.4693, -1.5245, -1.8829)  -0.08
H (-5.6123, -2.3426, 0.8273)  0.39
H (-4.6577, -3.3702, -0.2459)  0.24
H (-6.2707, -2.8388, -0.7390)  0.39
H (-3.7470, -0.7377, 0.7275)  0.30
C (1.8607, -5.2913, 6.3548)  -1.22
C (2.3755, -5.4137, 4.9327)  0.41
C (3.8865, -5.2566, 4.8694)  -1.24
O (1.7424, -4.4384, 4.0914)  -0.39
H (2.1027, -4.3060, 6.7644)  0.13
H (0.7768, -5.4073, 6.3852)  0.35
H (2.3087, -6.0448, 7.0026)  0.42
H (2.0921, -6.3821, 4.5184)  0.28
H (4.1807, -4.2713, 5.2410)  0.30
H (4.2416, -5.3461, 3.8406)  0.26
H (4.3876, -6.0120, 5.4742)  0.43
H (1.9683, -3.5696, 4.4425)  0.30
C (1.2546, -0.7928, 9.4880)  -1.22
C (1.5811, -2.2351, 9.1378)  0.62
C (1.6494, -3.1091, 10.3802)  -1.30
O (2.8130, -2.3134, 8.4111)  -0.57
H (2.0259, -0.3679, 10.1330)  0.34
H (1.2065, -0.1816, 8.5852)  0.32
H (0.3038, -0.7149, 10.0101)  0.18
H (0.8213, -2.6292, 8.4598)  0.26
H (2.4373, -2.7542, 11.0496)  0.34
H (1.8813, -4.1408, 10.1132)  0.34
H (0.7055, -3.0942, 10.9260)  0.37
H (3.5091, -1.9726, 8.9827)  0.34
C (1.2475, -4.0049, -7.0153)  -1.46
C (-0.1964, -3.8001, -6.5863)  0.92
C (-1.1704, -4.4671, -7.5439)  -1.38
O (-0.4898, -2.4035, -6.4701)  -0.50
H (1.4164, -3.5621, -7.9999)  0.36
H (1.9302, -3.5227, -6.3146)  0.33
H (1.4969, -5.0648, -7.0698)  0.39
H (-0.3371, -4.2083, -5.5821)  0.03
H (-1.0721, -4.0374, -8.5438)  0.34
H (-2.1991, -4.3117, -7.2173)  0.35
H (-0.9851, -5.5392, -7.6130)  0.39
H (-0.3786, -2.0037, -7.3395)  0.31
C (-2.0890, 1.2715, 11.6857)  -1.24
C (-0.7705, 1.3436, 12.4412)  0.44
C (-0.7655, 2.4775, 13.4541)  -1.35
O (0.3202, 1.4820, 11.5283)  -0.48
H (-2.2576, 2.1969, 11.1283)  0.33
H (-2.0768, 0.4506, 10.9676)  0.30
H (-2.9282, 1.1247, 12.3663)  0.38
H (-0.5949, 0.3977, 12.9557)  0.26
H (-0.8960, 3.4381, 12.9484)  0.36
H (0.1846, 2.5102, 13.9869)  0.32
H (-1.5692, 2.3624, 14.1821)  0.38
H (0.2014, 2.3126, 11.0552)  0.32
C (0.1436, 5.6593, -9.7211)  -1.10
C (0.9673, 4.3807, -9.7163)  0.34
C (0.2311, 3.2447, -9.0256)  -0.98
O (2.2283, 4.6026, -9.0851)  -0.55
H (-0.0618, 5.9798, -8.6958)  0.21
H (0.6877, 6.4623, -10.2182)  0.32
H (-0.8094, 5.5157, -10.2321)  0.36
H (1.2018, 4.0969, -10.7429)  0.30
H (0.0351, 3.5044, -7.9810)  0.13
H (0.8365, 2.3372, -9.0319)  0.29
H (-0.7228, 3.0302, -9.5102)  0.36
H (2.0520, 4.8524, -8.1714)  0.33
C (-0.5592, 10.6134, -4.1292)  -1.21
C (-1.3010, 10.0641, -2.9205)  0.50
C (-1.9658, 11.1707, -2.1173)  -1.39
O (-0.4140, 9.3091, -2.0923)  -0.53
H (0.2341, 11.2949, -3.8104)  0.34
H (-0.0938, 9.8044, -4.6934)  0.27
H (-1.2313, 11.1581, -4.7930)  0.37
H (-2.0578, 9.3521, -3.2528)  0.26
H (-1.2143, 11.8690, -1.7391)  0.36
H (-2.4943, 10.7563, -1.2588)  0.33
H (-2.6761, 11.7302, -2.7267)  0.38
H (0.2717, 9.9061, -1.7743)  0.33

---

[2]
This record from the Open Molecules 2025 dataset describes a 13-piece molecular cluster, C39H91N13O13 overall. The level of theory is ωB97M-V/def2-TZVPD.

The value obtained for the energy relative to the best compared isomer or geometry (same formula, charge and spin) is 158.8 kcal per mole. For the total energy, the calculation gives -87908.17555 eV. The strongest force on any atom comes out at 1.8 eV/Å. Its spin multiplicity is 1. The HOMO energy is -8.78 eV. As for the total charge: 0.

Last column: Mulliken charge in e.
Cartesian coordinates (Å):
C (3.7023, -0.9835, -5.6030)  -0.01
O (3.8756, 0.0724, -6.1753)  -0.55
N (3.8524, -1.1700, -4.2670)  0.26
C (3.4829, -2.4298, -3.6654)  -0.38
C (4.2069, -0.0546, -3.4164)  -0.70
H (3.4722, -1.9215, -6.1342)  0.31
H (3.0916, -3.1018, -4.4207)  0.36
H (2.6899, -2.2490, -2.9265)  -0.17
H (4.3172, -2.8500, -3.0992)  0.28
H (3.8062, 0.9038, -3.7417)  0.24
H (3.8329, -0.1519, -2.3962)  -0.13
H (5.3002, 0.0011, -3.4209)  0.50
C (1.4918, 2.3313, 6.6374)  0.18
O (1.2080, 2.6007, 7.7858)  -0.59
N (0.8949, 1.3887, 5.8709)  0.27
C (1.2880, 1.1782, 4.4998)  -0.67
C (-0.1391, 0.5432, 6.4097)  -0.85
H (2.2745, 2.8927, 6.0973)  0.34
H (0.4113, 1.0955, 3.8587)  -0.12
H (1.8653, 0.2498, 4.3995)  0.42
H (1.9604, 1.9606, 4.1520)  0.19
H (-1.0794, 0.7062, 5.8766)  0.27
H (0.1351, -0.5149, 6.3498)  0.24
H (-0.2842, 0.7633, 7.4639)  0.32
C (4.0273, -1.7323, 2.7137)  -0.24
O (3.2379, -1.0481, 2.1066)  -0.26
N (4.9689, -2.5320, 2.1724)  0.28
C (5.7760, -3.3858, 3.0196)  -1.06
C (5.1650, -2.6299, 0.7473)  -0.89
H (4.0660, -1.7871, 3.8195)  0.37
H (5.2250, -4.2790, 3.3308)  0.30
H (6.1034, -2.8648, 3.9186)  0.37
H (6.6549, -3.7107, 2.4689)  0.41
H (4.3757, -2.1168, 0.2004)  -0.01
H (6.1079, -2.1692, 0.4320)  0.40
H (5.1797, -3.6756, 0.4332)  0.49
C (-5.6758, -2.0565, 0.2894)  0.18
O (-6.4297, -2.6836, -0.4313)  -0.64
N (-4.3427, -2.2284, 0.3550)  0.29
C (-3.5271, -1.5809, 1.3859)  -0.14
C (-3.7470, -3.3345, -0.3675)  -0.98
H (-6.0470, -1.2589, 0.9572)  0.33
H (-4.1249, -0.7328, 1.7098)  0.00
H (-2.5409, -1.3009, 1.0250)  -0.18
H (-3.4182, -2.3350, 2.1724)  0.29
H (-4.4901, -3.7466, -1.0434)  0.33
H (-2.9189, -2.9621, -0.9788)  0.23
H (-3.4023, -4.0964, 0.3375)  0.29
C (0.7628, 6.1686, -0.2725)  0.03
O (-0.1977, 6.8725, -0.0318)  -0.59
N (0.6823, 4.8827, -0.6632)  0.35
C (1.8048, 4.1216, -1.1619)  0.23
C (-0.6248, 4.3350, -0.9538)  -0.77
H (1.8025, 6.5274, -0.1865)  0.31
H (1.8210, 3.1513, -0.6619)  -0.26
H (2.7570, 4.6264, -0.9871)  -0.07
H (1.7509, 3.9412, -2.2397)  0.17
H (-0.9767, 4.7094, -1.9199)  0.39
H (-0.5646, 3.2493, -1.0441)  -0.05
H (-1.3267, 4.5508, -0.1550)  0.35
C (-7.3639, 2.0723, -0.0508)  0.19
O (-8.0780, 1.5050, 0.7453)  -0.58
N (-6.0485, 2.3396, 0.1132)  0.20
C (-5.2980, 3.0676, -0.8752)  -0.74
C (-5.3485, 2.0427, 1.3354)  -0.69
H (-7.7313, 2.4215, -1.0341)  0.29
H (-5.9461, 3.3356, -1.7098)  0.34
H (-4.4613, 2.4597, -1.2311)  0.03
H (-4.8897, 3.9996, -0.4755)  0.34
H (-5.9560, 1.4155, 1.9884)  0.36
H (-4.4370, 1.4812, 1.1230)  -0.23
H (-5.1432, 2.9376, 1.9277)  0.45
C (3.3273, 1.8639, 0.9907)  -0.29
O (2.7022, 2.2963, 1.9291)  -0.65
N (4.4348, 2.4533, 0.4598)  0.37
C (5.3999, 1.7015, -0.3146)  -0.83
C (4.7504, 3.8414, 0.7355)  -0.94
H (3.0198, 0.9526, 0.4501)  0.73
H (5.4742, 2.0755, -1.3413)  0.36
H (5.1437, 0.6445, -0.2965)  0.00
H (6.3929, 1.8251, 0.1278)  0.40
H (4.2459, 4.2076, 1.6234)  0.27
H (5.8299, 3.9583, 0.7941)  0.35
H (4.3742, 4.4620, -0.0890)  0.31
C (-3.6755, -0.0922, -4.7541)  0.18
O (-2.9714, 0.5239, -3.9706)  -0.55
N (-4.9730, -0.3729, -4.5716)  0.27
C (-5.7408, -1.0709, -5.5747)  -0.98
C (-5.6878, 0.0131, -3.3801)  -0.57
H (-3.2796, -0.4468, -5.7210)  0.06
H (-6.4015, -1.8003, -5.1155)  0.32
H (-5.0603, -1.5605, -6.2715)  0.31
H (-6.3097, -0.3560, -6.1775)  0.34
H (-6.0023, -0.8930, -2.8414)  0.34
H (-5.0895, 0.6041, -2.6993)  -0.13
H (-6.6328, 0.5004, -3.6331)  0.35
C (-1.2621, 0.5823, -0.8934)  -0.55
O (-1.9516, 1.2739, -0.1591)  -0.28
N (-0.0713, 0.0517, -0.5749)  1.78
C (0.6095, -0.7429, -1.5519)  -0.34
C (0.6145, 0.3907, 0.6350)  1.28
H (-1.6343, 0.3710, -1.9083)  0.26
H (0.4882, -1.8147, -1.3656)  -0.19
H (1.6834, -0.5435, -1.5684)  -0.13
H (0.2616, -0.5680, -2.5654)  0.18
H (1.3585, 1.1850, 0.5292)  -1.44
H (-0.1149, 0.6973, 1.3822)  -0.85
H (1.1131, -0.4879, 1.0435)  -0.06
C (-2.6079, 1.9271, 3.6151)  0.37
O (-3.4865, 1.4851, 4.3368)  -0.70
N (-1.8216, 2.9731, 3.9308)  0.30
C (-0.7773, 3.4652, 3.0417)  -0.82
C (-1.9338, 3.6332, 5.2119)  -0.99
H (-2.4472, 1.5274, 2.5988)  0.24
H (-1.1491, 4.4287, 2.6594)  0.53
H (-0.7047, 2.8344, 2.1587)  -0.16
H (0.1196, 3.6874, 3.6110)  0.40
H (-2.9541, 3.5449, 5.5733)  0.32
H (-1.1882, 3.2844, 5.9292)  0.21
H (-1.7456, 4.7021, 5.0641)  0.37
C (1.3301, -6.5506, -1.3251)  0.08
O (2.2141, -7.2994, -0.9781)  -0.56
N (1.2874, -5.2179, -1.0625)  0.30
C (0.1706, -4.3985, -1.4445)  -0.92
C (2.3074, -4.6290, -0.2214)  -0.63
H (0.4401, -6.8772, -1.8938)  0.32
H (0.4291, -3.6761, -2.2173)  0.24
H (-0.1640, -3.8479, -0.5575)  0.05
H (-0.6857, -5.0122, -1.7211)  0.50
H (1.8406, -3.9582, 0.5125)  -0.08
H (2.8198, -5.3419, 0.4171)  0.29
H (2.9499, -4.0345, -0.8730)  0.29
C (0.6328, -2.7655, 3.3169)  0.29
O (-0.2664, -2.2089, 2.7312)  -0.53
N (0.8237, -4.1064, 3.3626)  0.38
C (1.6843, -4.7418, 4.3370)  -0.97
C (0.0020, -5.0087, 2.5972)  -0.88
H (1.4050, -2.2239, 3.8911)  0.03
H (2.2907, -5.5133, 3.8583)  0.30
H (1.1075, -5.2072, 5.1390)  0.32
H (2.3558, -3.9878, 4.7526)  0.28
H (0.5902, -5.7487, 2.0482)  0.37
H (-0.7188, -5.5265, 3.2385)  0.39
H (-0.6008, -4.5031, 1.8438)  0.01
C (1.0335, 1.2670, -4.4495)  0.11
O (1.1621, 1.5265, -3.2566)  0.02
N (0.1216, 1.8340, -5.2379)  0.26
C (-0.2316, 1.2682, -6.5177)  -0.82
C (-0.7182, 2.8914, -4.7099)  -0.85
H (1.6332, 0.4758, -4.9176)  -0.24
H (0.5993, 0.6686, -6.8987)  0.34
H (-0.4714, 2.0377, -7.2469)  0.34
H (-1.0785, 0.5779, -6.4333)  0.15
H (-1.4604, 2.4438, -4.0407)  0.18
H (-0.1386, 3.5736, -4.0922)  0.24
H (-1.2349, 3.3751, -5.5313)  0.37